# 1
# C3H5N5

An isolated molecule of C3H5N5 in a non-equilibrium geometry (the ωB97M-V functional and the def2-TZVPD basis, the OMol25 dataset).

```
13
Properties=species:S:1:pos:R:3:forces:R:3
N -2.45998 -0.27919 0.02453 -0.326 -0.889 0.704
H 0.06683 -1.50221 -0.05288 -0.358 0.592 0.040
C 0.00446 -0.40249 -0.04313 0.356 -0.407 0.035
H 2.41122 -0.97245 0.80108 0.220 0.011 0.259
N 2.44896 -0.29609 0.04734 0.667 -1.034 -0.349
H 2.61710 -0.89077 -0.77527 -0.030 0.577 0.203
N 1.17972 1.66336 -0.04408 -0.956 -1.087 0.563
C -1.17707 0.32127 -0.03845 0.157 -0.692 0.041
H -2.46104 -0.95405 0.80064 -0.039 0.570 -0.087
H -2.66402 -0.89256 -0.75188 0.126 0.260 -0.586
N 0.00273 2.25020 0.03905 0.464 1.192 -0.596
N -1.15741 1.64340 0.01171 0.431 -0.118 0.221
C 1.18851 0.31157 -0.01866 -0.711 1.023 -0.447
```
Forces are in eV/Å.

## Properties
**Charge**: 0
**LUMO level**: 0.004 hartree
**HOMO energy**: -9.5 eV
**SMILES**: Nc1cc(N)nnn1

=====

# 2
# C5H15N3

An isolated molecule of C5H15N3 in a non-equilibrium geometry (the ωB97M-V functional and the def2-TZVPD basis, the OMol25 dataset).

```
23
Properties=species:S:1:pos:R:3:forces:R:3
N -0.02745 1.78788 0.33900 -0.352 -0.007 -1.775
H -1.53804 -2.90669 -0.93230 -0.110 1.363 0.246
H 1.91866 -1.75046 1.72359 0.112 0.137 -0.513
C -1.34116 -2.07045 -0.20051 -0.460 -0.827 0.584
H -1.28128 3.41059 -0.15306 0.794 0.699 0.459
H 0.07043 3.25747 -1.29430 -0.361 -0.341 0.422
N -0.07209 -1.44971 -0.54062 1.375 -2.005 -0.404
H 0.62463 -2.08547 -1.05503 -1.799 1.083 1.138
H -2.23902 -0.54765 0.75432 0.054 0.739 1.162
C -0.20663 3.17234 -0.21619 2.153 -0.587 -0.541
H 0.13515 -0.40173 1.36704 0.355 0.153 -1.298
C 2.04327 -1.16692 0.78814 0.936 -0.403 0.792
H -2.74373 -0.52725 -0.71792 -0.603 2.069 -3.539
H -1.31707 -2.68519 0.75986 -0.013 1.044 -0.617
N -2.47852 -1.09993 -0.02378 1.862 -4.260 2.530
H -1.01022 1.52384 0.41100 0.505 -0.940 0.074
H 2.54510 -1.85847 0.06214 -0.647 0.773 0.247
C 0.70067 -0.58100 0.40494 -0.981 0.686 -2.563
H 0.60888 3.79390 0.27622 -1.748 -0.031 -0.230
H 0.33933 0.54280 -1.58299 0.301 0.356 1.854
H 1.75935 1.24284 -0.68528 -0.746 -0.725 0.476
H 2.75964 -0.36152 1.04217 -0.310 -0.354 -0.191
C 0.75009 0.76078 -0.52644 -0.316 1.378 1.685
```
Forces are in eV/Å.

## Properties
**Charge**: 0
**LUMO level**: 0.039 hartree
**HOMO energy**: -8.4 eV
**SMILES**: CNC[C@H](C)NCN

=====

# 3
# C6H30NO9

A cluster of 9 separate species, C6H30NO9 in total in a non-equilibrium geometry (the ωB97M-V functional and the def2-TZVPD basis, the OMol25 dataset).

```
46
Properties=species:S:1:pos:R:3:forces:R:3
C 3.18791 -0.59067 -1.09230 0.178 1.389 -0.067
H 1.96619 -1.66167 0.15540 -0.843 0.449 -0.206
C 0.00457 -0.04376 0.99324 -1.072 -1.135 0.097
H 3.69191 -1.42373 -1.56903 -0.223 -0.181 -0.278
H -0.86909 -1.87956 0.99780 -0.579 -0.345 0.685
H -4.03229 0.92817 1.02234 0.460 0.036 -0.293
H 3.90930 -0.29739 -0.31290 -0.768 0.014 0.358
H -0.84311 3.17558 -2.47186 -0.101 0.194 0.057
H 0.93296 -2.49772 2.41550 -0.519 0.102 -0.235
H 0.32880 -2.44227 -1.55149 0.364 0.375 0.048
H -3.34125 1.51995 -0.22092 0.122 -0.085 0.029
H -3.13072 -0.27514 -3.60189 0.077 0.780 -0.197
H -1.12366 1.84253 1.10796 -0.124 0.808 0.321
O 0.20796 -2.86543 1.84530 0.844 -0.426 0.529
H 1.50653 3.81491 -2.72604 0.517 -0.212 -0.153
H 0.80751 -1.17273 -2.60982 0.184 0.093 -0.452
O 1.06499 3.15498 -2.19136 -0.748 -0.105 0.439
H 3.21369 0.26548 -1.78852 -0.095 -0.329 -0.110
O -3.19952 0.90984 0.51458 -0.798 0.072 0.330
H 1.56002 2.33031 -2.14064 0.262 0.387 -0.402
H -1.26793 -1.24358 -0.40815 0.379 0.564 -0.124
H 0.51446 -3.76287 1.67079 -0.342 -0.059 -0.149
C 1.20630 -1.82069 -1.83561 -1.651 -0.808 0.045
C -0.48489 1.22753 1.74183 0.097 -1.598 -1.484
H 0.53279 -0.65269 1.75701 -0.047 0.748 -0.765
H 2.29750 1.54215 3.24334 -0.081 -0.226 0.296
O 2.25592 -1.61249 3.23926 0.452 -0.922 -0.197
O -1.76398 2.92979 -2.29397 -0.384 -0.913 0.334
O -0.15953 1.39262 2.87173 -0.240 0.616 0.592
H -2.08945 -0.59347 0.83512 0.079 -0.285 0.239
H 1.90013 -2.54397 -2.27356 0.189 0.415 0.186
H 2.92025 -2.33077 3.19309 -0.357 0.607 0.235
N -1.17743 -0.98882 0.58345 0.487 0.463 0.124
H 0.15717 0.35377 -1.21214 -0.265 -0.252 1.323
H -2.37345 3.63535 -2.49644 0.246 0.522 -0.210
H -2.81561 -1.65633 -1.87036 0.551 0.349 -0.174
H 1.35627 1.09429 -0.28979 -0.063 -0.201 0.772
H -3.16152 1.01518 -2.61045 0.335 0.188 -0.836
H -2.86988 -3.06393 -2.22871 0.391 -0.639 0.007
O -2.20934 -2.41775 -1.95519 -0.957 0.368 0.235
C 1.72989 -0.97502 -0.69311 2.144 -1.390 0.833
O -3.19533 0.06221 -2.70554 -0.253 -0.842 0.982
C 0.76280 0.16437 -0.27418 1.784 0.991 -2.387
O 2.58449 1.31447 2.35427 0.143 -0.007 0.021
H 2.65826 -0.88130 2.75674 0.048 0.364 -0.068
H 2.43659 2.14527 1.89618 0.178 0.069 -0.330
```
Forces are in eV/Å.

## Properties
**Charge**: +1
**LUMO level**: -0.089 hartree
**HOMO energy**: -13.1 eV

=====

Going through the records in order, we get DFT total energy values of -391.02523 -363.67967 -978.28657 Ha.
Going through the records in order, we get ΔE to the lowest compared entry with this formula, charge and spin values of 58.5 67.4 9.6 kcal/mol.